Record 1
8
Properties=species:S:1:pos:R:3:forces:R:3 method="wB97M-V/def2-TZVPD" energy_ha=-1705.42575 total_charge=-1 spin_multiplicity=3 gap_ev="4.886 / 6.500" e_homo_ev="-1.44 / -4.07" e_lumo_ev="3.45 / 2.43" s2=2.023
O -0.541925 -0.560451 -3.076619 0.086 -0.440 0.043
O 0.056912 -0.576549 2.263713 0.603 -0.974 -0.010
O -0.851417 2.079511 0.069970 -0.701 0.674 1.444
P -0.763613 -0.551320 -1.599859 0.415 0.628 -0.002
P 0.274719 1.431696 -0.645058 0.119 -0.066 -2.324
S 1.136917 -1.700591 -0.408319 -0.367 -0.437 -0.314
S 1.202313 -0.301998 0.946222 -0.301 0.309 1.967
H -0.513906 0.179702 2.449950 0.146 0.307 -0.803

=====

Record 2
44
Properties=species:S:1:pos:R:3:forces:R:3 method="wB97M-V/def2-TZVPD" energy_ha=-1821.00779 total_charge=0 smiles=FC(F)(F)c1nc(NC[C@H]2CCCO2)c2nnn(Cc3ccccc3Cl)c2n1 spin_multiplicity=1 gap_ev=9.304 e_homo_ev=-8.97 e_lumo_ev=0.34
F 4.129170 -0.706795 1.904018 -0.052 -0.029 -0.215
C 2.948887 -0.321484 2.395048 0.686 -0.097 0.579
F 2.612003 -1.208593 3.339182 -0.233 -0.114 -0.054
F 3.157274 0.847794 3.024491 -0.179 0.222 -0.080
C 1.885767 -0.190424 1.328574 0.043 0.031 -0.600
N 0.651599 -0.100899 1.797506 -0.568 0.080 0.204
C -0.366832 0.038080 0.941253 0.506 -0.118 -0.215
N -1.618845 0.102674 1.392940 -0.377 0.141 -0.301
C -1.959340 0.185622 2.788457 0.020 0.330 0.669
C -2.150250 1.645778 3.248858 0.192 -0.252 -0.476
C -3.314025 2.349903 2.523644 0.137 0.054 0.184
C -4.041380 3.071646 3.658161 0.123 -0.177 0.148
C -3.764918 2.130714 4.828390 -0.324 0.152 0.022
O -2.438707 1.680499 4.635834 0.146 -0.134 0.060
C -0.053990 0.080778 -0.437348 1.552 -0.117 -0.255
N -0.755428 0.214046 -1.593260 -0.815 0.055 0.379
N 0.061983 0.188448 -2.566080 -0.121 0.072 -1.219
N 1.318820 0.044129 -2.127167 0.004 0.082 1.120
C 2.450324 -0.069969 -3.010294 0.177 -0.070 -0.485
C 2.294224 -1.259371 -3.922080 0.080 -0.038 0.111
C 2.090303 -1.085808 -5.284112 0.059 -0.064 0.086
C 1.933988 -2.172825 -6.125235 -0.004 -0.009 -0.067
C 1.972813 -3.456352 -5.608362 -0.005 0.048 -0.011
C 2.166457 -3.651557 -4.252626 0.010 0.017 0.127
C 2.324396 -2.557443 -3.417260 -0.019 -0.021 -0.234
Cl 2.563530 -2.823443 -1.718942 0.062 -0.136 -0.061
C 1.307949 -0.029198 -0.781280 -1.053 0.201 0.876
N 2.315803 -0.156562 0.086867 0.381 -0.014 -0.092
H -2.335464 0.274791 0.703064 0.078 -0.054 0.039
H -1.143149 -0.256204 3.361597 -0.179 -0.039 -0.040
H -2.878577 -0.377396 2.968859 0.047 0.012 0.028
H -1.201329 2.176768 3.098317 -0.100 -0.057 -0.039
H -2.963956 3.027928 1.748806 -0.027 -0.026 -0.074
H -3.976720 1.610129 2.070447 -0.041 -0.029 -0.071
H -5.103181 3.206187 3.467740 -0.050 0.055 -0.008
H -3.584135 4.042792 3.847136 -0.030 0.036 0.017
H -3.810379 2.613829 5.804794 -0.057 -0.044 -0.034
H -4.463527 1.280856 4.816753 0.023 0.082 0.032
H 3.331199 -0.177073 -2.370751 -0.125 0.102 -0.052
H 2.529588 0.845242 -3.603369 0.067 -0.106 0.108
H 2.053431 -0.084405 -5.685601 -0.013 0.125 -0.023
H 1.778853 -2.017293 -7.181608 -0.018 0.015 -0.095
H 1.850203 -4.309201 -6.258070 -0.011 -0.080 -0.053
H 2.195566 -4.646337 -3.837294 0.009 -0.086 0.064